C34H31IN4PPdS | ωB97M-V/def2-TZVPD

```
73
Properties=species:S:1:pos:R:3:forces:R:3:lowdin_spin:R:1
Pd 0.2136 -0.1948 0.2200 0.51 -0.54 -0.70 1.3414
C -0.1891 5.0138 0.2325 -0.08 -0.09 -0.01 0.0519
C -1.1626 4.1321 -0.2222 0.00 -0.06 -0.03 0.0090
C -1.3114 2.8872 0.3650 -0.11 -0.01 0.06 0.0532
C -0.5027 2.5428 1.4551 0.12 -0.52 0.28 0.0783
C 0.5048 3.4196 1.8833 0.01 -0.09 0.03 0.0332
C 0.6589 4.6484 1.2705 0.05 -0.02 0.09 0.0057
P -0.7351 1.0092 2.4114 -1.63 1.56 0.83 0.3898
C -1.1746 1.4554 4.1054 0.42 -0.46 -0.59 0.0978
C -1.3587 0.3883 4.9961 0.02 -0.17 0.07 0.0432
C -1.6927 0.6342 6.3109 0.13 -0.03 -0.02 0.0030
C -1.8096 1.9491 6.7517 0.02 -0.06 -0.09 0.0725
C -1.6825 3.0053 5.8551 0.09 0.18 -0.09 0.0111
C -1.3316 2.7746 4.5387 -0.05 0.14 0.05 0.0395
C -2.1796 0.1776 1.6753 0.64 0.47 0.05 0.1659
C -3.3996 -0.1071 2.2906 0.43 0.02 -0.05 0.0619
C -4.4150 -0.6342 1.5070 -0.29 -0.10 -0.08 0.0559
C -4.2283 -0.8935 0.1562 0.32 -0.16 -0.04 0.0588
C -3.0044 -0.6116 -0.4597 0.08 0.10 -0.57 0.1158
C -1.9746 -0.1378 0.3250 -0.68 -0.21 0.73 0.4992
H -0.1107 5.9939 -0.2103 0.08 0.10 -0.10 0.0024
H -1.8272 4.4284 -1.0183 -0.06 0.02 -0.10 0.0000
H -2.1016 2.2245 0.0338 0.01 0.12 -0.02 0.0083
H 1.1324 3.1491 2.7210 0.14 -0.02 0.05 0.0004
H 1.4253 5.3298 1.6095 0.02 0.04 0.06 -0.0005
H -1.2241 -0.6262 4.6445 -0.01 -0.11 0.06 0.0013
H -1.8264 -0.1834 7.0014 0.00 -0.08 0.06 -0.0008
H -1.9760 2.1509 7.7984 -0.19 0.03 0.08 0.0032
H -1.8494 4.0187 6.1892 0.05 0.06 0.05 0.0005
H -1.2203 3.5976 3.8487 -0.01 0.07 0.02 0.0013
H -3.5665 0.1138 3.3359 0.06 -0.03 0.03 0.0050
H -5.3866 -0.8140 1.9471 -0.02 0.02 0.03 0.0035
H -5.0338 -1.2983 -0.4417 -0.02 0.02 0.00 0.0047
H -2.8911 -0.7612 -1.5267 -0.02 0.02 -0.02 0.0094
C 3.2755 0.3299 -3.9672 0.09 0.53 -0.47 0.0096
N 3.1450 -0.7591 -3.0432 -0.65 -0.38 0.49 0.0258
C 4.2449 -1.6786 -2.7696 0.46 -0.24 0.08 0.0028
C 3.5744 -2.7673 -1.9185 0.36 -0.31 -0.10 0.0021
N 2.3512 -2.0958 -1.4789 -0.16 0.03 -0.16 0.0045
C 2.1068 -1.0362 -2.2782 0.50 -0.48 0.00 0.0488
S 0.6174 -0.2049 -2.2657 -0.40 0.16 0.24 0.4093
H 4.1156 0.9650 -3.6813 -0.03 0.02 0.04 0.0003
H 2.3574 0.9148 -3.9773 0.08 0.02 -0.01 0.0073
H 3.4648 -0.0485 -4.9737 -0.06 -0.02 0.07 0.0011
H 5.0316 -1.1472 -2.2227 -0.08 -0.02 -0.06 0.0016
H 4.6710 -2.0589 -3.6991 -0.06 0.02 0.08 0.0001
H 4.1768 -3.0759 -1.0639 0.01 0.05 -0.13 0.0000
H 3.3335 -3.6512 -2.5198 0.01 0.13 0.11 0.0002
H 1.5838 -2.6409 -1.0996 0.16 0.35 -0.17 -0.0003
I 4.4789 4.0289 -1.3302 -0.22 -0.52 0.37 0.0045
C 3.9053 2.3428 -0.1940 -0.04 0.35 -0.19 0.0060
C 4.8066 1.6849 0.6387 -0.21 0.16 -0.19 -0.0027
C 4.3730 0.5625 1.3250 -0.23 -0.02 0.01 0.0060
C 3.0634 0.1362 1.1656 0.35 -0.11 0.33 0.0127
N 2.1953 0.7975 0.3965 -0.38 -0.70 0.11 0.1255
C 2.5941 1.8743 -0.2685 0.30 0.58 -0.33 0.0103
H 5.8176 2.0493 0.7542 0.06 -0.02 -0.03 0.0000
H 5.0415 0.0352 1.9863 0.03 -0.12 0.05 0.0008
H 2.6963 -0.7499 1.6763 0.04 0.13 -0.07 0.0025
H 1.8617 2.3924 -0.8765 -0.03 -0.09 -0.01 0.0014
N 0.5391 -2.2029 1.0353 0.07 -0.38 0.07 0.0843
C 0.7150 -3.2692 1.4540 -0.29 1.86 -0.76 0.0094
C 1.0383 -4.5264 1.9423 0.34 -1.38 0.61 0.0007
C 1.7489 -4.6086 3.1537 -0.10 0.01 -0.28 -0.0003
C 2.1736 -5.8419 3.5995 -0.01 -0.03 0.03 0.0001
C 1.8945 -6.9860 2.8605 -0.08 0.14 -0.03 -0.0002
C 1.1635 -6.9075 1.6807 -0.01 -0.04 0.01 0.0002
C 0.7282 -5.6855 1.2102 0.08 0.26 0.12 -0.0002
H 1.9630 -3.7085 3.7105 0.04 0.04 0.07 0.0000
H 2.7233 -5.9183 4.5237 0.06 0.00 0.10 0.0000
H 2.2436 -7.9451 3.2106 0.01 -0.09 0.04 0.0000
H 0.9341 -7.8066 1.1316 -0.02 -0.08 -0.08 0.0000
H 0.1633 -5.6126 0.2928 -0.05 -0.02 -0.07 0.0000
```
Forces are in eV/Å.

Properties
Calculated total energy in eV: -73397.517
Charge: +3
Multiplicity: 5

***

C31H30HfN4O3PSe2Te2 | ωB97M-V/def2-TZVPD

```
74
Properties=species:S:1:pos:R:3:forces:R:3:lowdin_charge:R:1
Hf -0.3769 0.3951 -0.0686 -0.23 -0.04 0.13 1.1057
N -1.5302 2.0880 1.1713 0.04 0.02 -0.02 -0.1289
C -0.6261 3.1114 1.7035 0.02 0.01 0.01 -0.1746
C 0.8177 2.6095 1.7406 0.00 -0.05 -0.03 -0.6565
O 1.6370 3.1338 2.4728 -0.03 0.00 0.03 0.0398
O 1.0610 1.6242 0.9303 0.01 -0.02 -0.06 -0.2600
H -2.2689 2.4906 0.6016 -0.01 -0.02 -0.01 -0.0037
H -1.9527 1.5196 1.8978 -0.01 0.02 0.01 0.0605
H -0.9077 3.4629 2.6969 0.00 -0.01 0.00 0.1192
H -0.6336 3.9662 1.0257 0.00 0.00 0.00 0.1021
N 2.7720 -0.6994 1.3586 0.10 0.02 0.07 0.1674
C 3.3682 -1.4793 0.4214 -0.01 -0.05 -0.04 -0.2603
C 3.9870 -2.6781 0.7285 -0.01 0.03 0.00 -0.0451
C 4.5831 -3.4638 -0.2715 0.02 -0.03 0.00 -0.1051
C 4.5888 -3.0749 -1.5825 0.00 0.00 0.00 -0.0724
C 3.9571 -1.8591 -1.9382 0.00 0.02 -0.02 -0.1639
C 3.9275 -1.3655 -3.2646 0.02 -0.04 0.01 -0.0248
C 3.3021 -0.1867 -3.5352 -0.03 0.04 0.00 -0.0599
C 2.6539 0.5011 -2.4837 0.02 -0.01 -0.01 -0.1548
N 2.6537 0.0743 -1.2470 0.02 -0.02 0.01 0.1179
C 3.3234 -1.0728 -0.9546 -0.02 0.05 0.02 -0.1643
H 2.9414 -0.9067 2.3283 -0.04 -0.02 -0.01 0.0813
H 2.5085 0.2547 1.1421 -0.05 -0.01 -0.06 0.0622
H 4.0095 -3.0094 1.7607 0.00 0.01 0.00 0.1048
H 5.0567 -4.3955 0.0158 0.00 0.00 0.00 0.0967
H 5.0646 -3.6739 -2.3490 0.00 0.00 0.00 0.0984
H 4.4104 -1.9374 -4.0494 0.00 0.00 0.00 0.1108
H 3.2670 0.2192 -4.5377 0.00 0.00 0.00 0.1017
H 2.0923 1.4092 -2.6777 0.00 -0.01 -0.01 0.0346
Se -3.1019 -0.1567 -0.5743 0.02 0.03 -0.02 -0.1746
Te -3.9981 1.8505 -1.7970 0.03 -0.04 0.02 0.0612
Te -1.9497 2.2413 -3.5091 -0.03 -0.02 0.01 0.0642
Se -0.2172 2.7101 -1.7714 0.04 0.02 0.00 -0.1670
N -0.7394 -0.6872 1.6319 0.02 0.12 0.04 -0.3676
P -0.6080 -1.5632 2.8778 0.01 -0.05 -0.02 0.7530
C -2.0586 -1.4783 3.9760 -0.02 0.01 -0.02 -0.2793
C -3.2734 -1.1348 3.3858 0.01 0.02 0.00 -0.0764
C -4.4205 -1.0382 4.1609 0.00 -0.01 0.01 -0.0784
C -4.3601 -1.2770 5.5274 0.00 0.00 0.00 -0.0970
C -3.1498 -1.6087 6.1220 -0.01 0.00 -0.01 -0.0932
C -2.0021 -1.7071 5.3478 0.03 -0.01 0.02 -0.0947
C 0.8005 -1.1224 3.9536 -0.01 0.02 0.04 -0.2883
C 1.0478 0.2368 4.1304 -0.01 0.01 -0.02 -0.0807
C 2.1755 0.6744 4.8047 0.01 0.00 -0.01 -0.0664
C 3.0652 -0.2550 5.3304 -0.01 0.00 0.00 -0.0896
C 2.8185 -1.6133 5.1807 0.00 0.01 0.00 -0.0950
C 1.6916 -2.0472 4.4910 0.01 -0.02 0.00 -0.0929
C -0.3362 -3.3375 2.5806 -0.02 -0.05 0.01 -0.2765
C -0.8650 -4.3521 3.3731 0.00 -0.01 0.00 -0.0827
C -0.5633 -5.6801 3.1004 0.00 0.00 -0.01 -0.0941
C 0.2696 -5.9989 2.0364 0.00 0.00 -0.01 -0.0954
C 0.7924 -4.9902 1.2373 -0.01 -0.01 0.02 -0.0707
C 0.4870 -3.6645 1.5050 0.02 0.03 -0.03 -0.0717
H -3.3050 -0.9254 2.3211 0.00 0.00 -0.02 0.0463
H -5.3598 -0.7684 3.6948 0.00 0.00 0.00 0.1032
H -5.2549 -1.1953 6.1322 0.00 0.00 0.00 0.0963
H -3.0980 -1.7818 7.1898 0.00 0.00 0.00 0.0972
H -1.0551 -1.9501 5.8172 0.00 0.01 -0.01 0.1043
H 0.3708 0.9588 3.6941 0.00 0.01 -0.01 0.0957
H 2.3690 1.7365 4.8783 0.00 0.00 0.00 0.1055
H 3.9573 0.0795 5.8451 0.00 0.00 0.00 0.0984
H 3.5132 -2.3392 5.5856 0.00 0.00 0.00 0.0977
H 1.5254 -3.1086 4.3506 -0.01 0.01 -0.01 0.1009
H -1.5203 -4.1107 4.2012 0.00 0.00 0.00 0.0956
H -0.9835 -6.4656 3.7165 0.00 0.00 0.00 0.0963
H 0.5025 -7.0353 1.8240 0.00 0.00 0.00 0.0959
H 1.4340 -5.2291 0.3982 0.00 0.00 0.00 0.1037
H 0.8701 -2.8767 0.8681 0.00 0.00 0.02 0.0744
C -0.3489 -1.5363 -3.2181 0.01 -0.08 0.03 -0.0750
C -0.2257 -0.8993 -1.8777 0.01 0.07 -0.12 -0.5175
O 0.2309 -1.5767 -0.9272 0.10 -0.01 0.08 -0.1889
H -0.4562 -2.6207 -3.1289 0.00 0.01 0.00 0.0798
H 0.5836 -1.3251 -3.7523 -0.02 0.04 -0.02 0.0711
H -1.1700 -1.0974 -3.7801 -0.01 0.02 0.00 0.0440
```
Forces are in eV/Å.

Properties
Calculated total energy in eV: -200620.734
Charge: -1
Multiplicity: 1

***

C24H25FN4O | ωB97M-V/def2-TZVPD

```
55
Properties=species:S:1:pos:R:3:forces:R:3:nbo_charge:R:1
O 1.7671 0.3036 -4.1257 -0.07 0.05 -0.27 -0.6222
C 2.2569 -0.3591 -3.2317 0.13 0.11 0.21 0.6666
N 2.1604 -0.0134 -1.9246 0.04 -0.04 0.32 -0.6113
H 2.5068 -0.6371 -1.2129 0.00 -0.02 -0.14 0.4061
C 1.2786 1.0260 -1.4608 -0.34 -0.08 -0.10 -0.2334
H 1.8448 1.7297 -0.8454 -0.10 0.05 -0.04 0.1873
H 0.9000 1.5503 -2.3411 0.07 0.03 0.16 0.2505
C 0.1017 0.4059 -0.6829 0.18 0.15 -0.14 -0.0503
N 0.6199 -0.4427 0.3874 -0.11 -0.01 -0.09 -0.4740
C 1.2769 0.1759 1.5174 -0.01 -0.06 0.15 -0.2388
H 1.8898 1.0068 1.1696 0.10 0.00 0.06 0.2087
C 0.3249 0.6804 2.6270 0.26 0.25 0.04 -0.2247
N -0.8517 -0.1609 2.6953 0.25 -0.06 0.00 -0.4332
C -2.1232 0.3563 2.7652 -0.30 0.18 0.15 0.1111
C -2.4014 1.5567 3.4359 -0.08 0.14 0.02 0.3405
C -3.6692 2.0864 3.5335 0.11 -0.09 -0.01 -0.2593
C -4.7422 1.4153 2.9755 -0.03 -0.03 0.01 -0.2373
C -4.5124 0.2153 2.3284 -0.12 -0.01 0.07 -0.2044
C -3.2365 -0.2998 2.2225 0.06 0.01 0.12 -0.2111
H -3.1007 -1.2265 1.6887 0.07 -0.10 -0.08 0.2008
H -5.3346 -0.3245 1.8844 -0.07 -0.05 -0.06 0.2147
H -5.7370 1.8236 3.0482 -0.11 0.05 0.01 0.2163
H -3.7979 3.0171 4.0640 0.02 0.10 0.06 0.2276
F -1.4000 2.2491 4.0531 -0.10 -0.22 -0.07 -0.3408
C -0.5835 -1.5117 2.2785 -0.03 -0.04 -0.14 -0.2270
C -0.2257 -1.5633 0.7835 0.13 -0.29 0.08 -0.2173
H -1.1426 -1.5572 0.1911 0.01 0.00 -0.01 0.1959
H 0.3074 -2.5022 0.5721 -0.20 -0.06 0.04 0.1853
H 0.2609 -1.8766 2.8749 -0.09 -0.07 -0.03 0.1942
H -1.4370 -2.1536 2.4928 0.09 -0.03 0.03 0.2214
H 0.8562 0.6751 3.5893 0.04 0.10 -0.09 0.1903
H 0.0257 1.7041 2.4114 0.05 -0.18 0.13 0.2222
H 1.9565 -0.5764 1.9347 0.05 0.16 0.03 0.1941
C -0.9219 1.4411 -0.2689 -0.08 0.00 -0.03 -0.0897
C -0.5885 2.6813 0.2678 -0.18 -0.01 -0.13 -0.1894
C -1.5970 3.5518 0.6454 0.11 -0.05 -0.03 -0.2469
C -2.9137 3.1573 0.4639 0.09 0.21 0.04 0.0406
N -3.2476 1.9953 -0.0664 -0.51 -0.01 -0.12 -0.4109
C -2.2801 1.1697 -0.4168 0.36 -0.03 -0.10 0.0474
H -2.6112 0.2377 -0.8589 0.09 -0.17 -0.07 0.1880
H -3.7378 3.7996 0.7430 -0.02 0.13 0.07 0.1960
H -1.3635 4.5164 1.0688 -0.01 0.09 0.04 0.2205
H 0.4445 2.9764 0.3846 0.11 0.01 0.03 0.2131
H -0.3896 -0.2824 -1.3824 0.06 0.11 0.05 0.2140
C 3.0633 -1.5890 -3.4906 0.06 -0.27 -0.21 -0.1626
C 3.8201 -1.6439 -4.6568 -0.10 0.11 0.08 -0.1584
C 4.5728 -2.7654 -4.9503 0.03 0.01 -0.02 -0.2113
C 4.5623 -3.8503 -4.0890 0.00 -0.06 0.02 -0.1988
C 3.7917 -3.8125 -2.9387 0.06 -0.11 0.05 -0.2327
C 3.0455 -2.6873 -2.6364 -0.01 0.14 -0.05 -0.1436
H 2.4269 -2.6829 -1.7493 -0.05 0.02 0.08 0.1991
H 3.7696 -4.6654 -2.2759 -0.01 -0.06 0.04 0.2133
H 5.1466 -4.7294 -4.3177 0.04 -0.07 -0.02 0.2145
H 5.1644 -2.7972 -5.8531 0.05 0.01 -0.07 0.2161
H 3.8044 -0.7934 -5.3214 -0.02 0.07 -0.06 0.2330
```
Forces are in eV/Å.

Properties
Calculated total energy in eV: -36019.276
Charge: 0
Multiplicity: 1
SMILES: O=C(NC[C@H](c1cccnc1)N1CCN(c2ccccc2F)CC1)c1ccccc1

***

C9H15BrNO6P2S | ωB97M-V/def2-TZVPD

```
35
Properties=species:S:1:pos:R:3:forces:R:3:nbo_charge:R:1
O -4.0168 1.6641 -4.9114 0.03 -0.39 0.20 -0.4545
C -3.2582 1.5349 -4.0039 0.00 0.72 -0.19 0.7595
O -2.4077 2.5334 -3.5973 -0.26 -0.55 0.27 -0.7084
C -3.1556 0.2704 -3.1882 -0.05 0.35 -0.42 -0.0459
C -4.2380 -0.6067 -3.2140 0.14 -0.19 0.07 -0.1895
C -4.1391 -1.7639 -2.4997 -0.21 0.40 -0.33 0.0741
N -3.0333 -2.0359 -1.7677 -0.36 -0.46 0.58 -0.5754
P -3.0089 -3.5884 -0.8242 0.95 -1.13 0.04 0.9428
S -1.6344 -4.8043 -1.2962 -0.12 0.04 -0.09 -0.3762
C -1.9942 -1.1847 -1.7102 0.27 0.33 -0.18 0.1557
Br -0.4968 -1.4970 -0.6636 0.07 -0.01 0.29 0.2995
C -2.0330 -0.0040 -2.4413 -0.20 -0.25 0.11 -0.2081
H -2.9168 3.0981 -2.9990 0.20 0.38 -0.10 0.5097
H -5.1352 -0.3933 -3.7728 0.04 0.08 -0.15 0.2773
H -4.9528 -2.4722 -2.5213 0.14 -0.26 0.25 0.2477
H -2.9952 -3.0975 0.4885 -0.24 0.31 -0.13 0.0066
H -4.3006 -4.0652 -1.0788 -0.20 0.57 0.02 -0.0025
H -1.1947 0.6703 -2.3803 0.01 0.11 -0.10 0.2828
C 2.9155 2.8379 0.8605 -0.20 0.14 -0.10 -0.2651
O 2.1531 1.6622 1.2513 3.11 0.22 -0.88 -0.7572
P 2.8955 0.3151 1.8119 -3.80 -2.24 3.26 2.5437
O 2.1700 -0.8116 1.2054 0.08 0.10 -0.61 -1.1105
O 2.3947 0.5675 3.3421 -0.08 -0.09 -0.09 -0.8359
C 2.6820 1.8089 3.9840 -0.11 -0.08 -0.04 -0.2531
O 4.3568 -0.1994 2.2200 0.70 2.22 -1.75 -0.8163
C 4.4181 -1.3505 3.0772 0.21 -0.46 0.22 -0.2431
H 2.5826 3.1516 -0.1263 -0.03 -0.06 0.00 0.1980
H 2.7267 3.6402 1.5717 -0.03 -0.06 0.04 0.1945
H 3.9863 2.6442 0.8193 0.01 -0.03 0.01 0.1893
H 1.8098 2.4614 3.9294 0.02 0.03 -0.04 0.1851
H 3.5399 2.3167 3.5364 0.04 -0.01 0.08 0.1671
H 2.9070 1.6076 5.0286 0.02 -0.03 0.00 0.2013
H 4.0526 -2.2294 2.5510 -0.10 0.08 -0.06 0.2033
H 3.8535 -1.1923 3.9921 -0.10 0.10 -0.09 0.2016
H 5.4670 -1.4886 3.3264 0.02 0.11 -0.11 0.2023
```
Forces are in eV/Å.

Properties
Calculated total energy in eV: -122800.261
Charge: +1
Multiplicity: 1

***

C4H9NO | ωB97M-V/def2-TZVPD

```
15
Properties=species:S:1:pos:R:3:forces:R:3:nbo_charge:R:1
C 2.3785 1.6361 0.0126 -0.31 0.38 -0.19 -0.4147
C 2.0148 0.4177 0.3538 -0.01 -0.82 0.81 -0.0111
N 1.2688 -0.4825 -0.4325 0.28 -0.31 -1.23 -0.8888
H 2.2144 2.0251 -0.9864 -0.17 0.09 0.14 0.2009
H 2.7784 2.2711 0.7924 0.38 0.06 -0.27 0.1988
H 2.3335 0.0617 1.3346 -0.14 0.05 0.17 0.1530
H 0.2922 -0.6107 -0.2341 0.12 0.26 0.29 0.3785
H 1.6522 -1.4125 -0.5667 0.16 0.28 0.29 0.3755
O -1.2930 -1.9638 -0.7696 0.40 0.28 -0.06 -0.5270
C -2.0098 -0.9963 -0.7720 -1.56 -0.64 0.20 0.4409
C -2.2169 -0.1444 0.4545 1.04 0.01 0.21 -0.7330
H -2.7324 -0.8784 -1.6028 0.28 0.38 -0.18 0.1141
H -1.2282 0.0626 0.8713 -0.07 0.03 0.20 0.2328
H -2.7342 0.8043 0.3707 -0.24 -0.09 -0.44 0.2299
H -2.7183 -0.7900 1.1743 -0.16 0.04 0.07 0.2500
```
Forces are in eV/Å.

Properties
Calculated total energy in eV: -7829.861
Charge: 0
Multiplicity: 1
SMILES: C=CN.CC=O

***

C2H5NS2 | ωB97M-V/def2-TZVPD

```
10
Properties=species:S:1:pos:R:3:forces:R:3:nbo_charge:R:1
C -1.1051 0.8341 -0.0003 -2.99 3.04 -1.37 -0.6112
C -0.4379 -0.4178 0.2286 3.56 2.68 0.77 -0.1030
H -1.3091 1.7280 1.2454 0.20 -3.03 -3.90 0.2641
H -0.0992 1.4666 -0.6169 -4.70 -0.91 1.13 0.1687
H -2.1229 0.2165 -0.7156 2.38 3.38 2.16 0.2686
H 1.1360 1.0851 -0.5013 -0.99 -3.77 3.79 0.3760
H 1.7876 -2.2100 -0.3873 0.56 2.59 0.93 0.1490
N 0.8689 0.0541 0.4614 3.46 0.57 -3.60 -0.6972
S -1.0435 -1.8667 0.1686 -0.34 -2.05 0.21 0.0746
S 2.3252 -0.8899 0.1174 -1.15 -2.50 -0.11 0.1103
```
Forces are in eV/Å.

Properties
Calculated total energy in eV: -25307.912
Charge: 0
Multiplicity: 1

***

- What is the calculated total energy in the fourth record?
  -122800.261 eV